[1]
This record from OMol25 describes a 3-piece molecular cluster, C7H14 overall. The level of theory is ωB97M-V/def2-TZVPD.

The geometry in XYZ format:
```
21
Properties=species:S:1:pos:R:3:lowdin_charge:R:1
C 0.4537 1.5742 0.0935 -0.210
C -1.0347 1.4437 -0.2564 -0.218
C -1.7406 0.1915 0.2682 -0.213
C -1.1115 -1.1309 -0.1937 -0.202
C 0.2215 -1.4062 0.4712 -0.229
C 1.4224 -0.8186 -0.0903 -0.230
C 1.3773 0.5938 -0.6369 -0.205
H 0.5907 1.4620 1.1790 0.119
H 0.7686 2.5956 -0.1545 0.105
H -1.1415 1.4840 -1.3509 0.112
H -1.5644 2.3220 0.1343 0.106
H -1.7535 0.2107 1.3675 0.113
H -2.7875 0.2191 -0.0580 0.106
H -1.7861 -1.9577 0.0640 0.112
H -1.0149 -1.1412 -1.2883 0.114
H 0.0981 -1.4973 1.5496 0.082
H 1.3393 -2.4486 0.8863 0.115
H 2.0182 -1.7978 0.9890 0.113
H 2.1273 -1.4244 -0.6555 0.078
H 2.4071 0.9751 -0.6119 0.113
H 1.1107 0.5509 -1.7061 0.119
```

Calculated values
Energy relative to the best compared isomer or geometry (same formula, charge and spin) in eV: 5.0926
DFT total energy in eV: -7481.2018

---

[2]
This record from OMol25 describes the molecule C17H27N5O2 in a non-equilibrium geometry. The level of theory is ωB97M-V/def2-TZVPD.

The geometry in XYZ format:
```
51
Properties=species:S:1:pos:R:3:lowdin_charge:R:1
C 3.6099 1.9603 -1.9656 -0.105
C 2.7098 1.0506 -1.1374 -0.277
C 1.4797 1.7858 -0.5954 -0.204
C 0.3877 1.9868 -1.6469 -0.162
H 0.8433 2.1850 -2.6173 0.113
C -0.5584 0.7942 -1.8174 -0.108
N -1.3908 0.5594 -0.6595 0.054
C -1.5282 -0.5661 0.0848 -0.332
N -2.5229 -0.4896 0.9622 0.202
C -3.0586 0.7324 0.7811 -0.222
C -2.3864 1.4239 -0.2183 -0.063
C -2.8049 2.7244 -0.6309 -0.404
O -2.3551 3.4436 -1.5028 0.058
N -3.9000 3.1420 0.1313 0.206
C -4.5809 2.5026 1.1477 -0.478
O -5.5191 3.0226 1.7091 0.073
N -4.1171 1.2468 1.4659 0.006
C -4.7570 0.4716 2.5044 -0.008
H -5.1046 -0.4755 2.0930 0.093
H -4.0459 0.2683 3.3050 0.095
H -5.5950 1.0536 2.8825 0.089
H -4.2622 4.0600 -0.1013 0.168
N -0.8381 -1.7342 -0.1053 0.099
H -1.3099 -2.4656 0.4176 0.137
C 0.6071 -1.8243 0.0918 -0.338
C 0.9698 -1.8889 1.5789 -0.145
C 2.4803 -2.0090 1.7569 -0.193
C 3.0076 -3.2398 1.0259 -0.205
C 2.6450 -3.1778 -0.4548 -0.196
C 1.1333 -3.0630 -0.6315 -0.150
H 0.8777 -3.0035 -1.6909 0.115
H 0.6474 -3.9507 -0.2208 0.121
H 3.1315 -2.3122 -0.9102 0.107
H 3.0074 -4.0717 -0.9652 0.110
H 2.5722 -4.1384 1.4683 0.114
H 4.0913 -3.3024 1.1399 0.109
H 2.9650 -1.1149 1.3585 0.102
H 2.7212 -2.0735 2.8195 0.111
H 0.5971 -0.9948 2.0848 0.117
H 0.4787 -2.7554 2.0294 0.123
H 1.0670 -0.9360 -0.3413 0.107
H -1.2240 1.0124 -2.6595 0.137
H -0.0183 -0.1283 -2.0338 0.118
H -0.2181 2.8564 -1.3944 0.094
H 1.0613 1.2446 0.2573 0.098
H 1.8006 2.7612 -0.2249 0.113
H 3.2912 0.6568 -0.2998 0.095
H 2.3979 0.2043 -1.7544 0.096
H 3.0716 2.3757 -2.8137 0.066
H 4.4654 1.4054 -2.3444 0.070
H 3.9775 2.7848 -1.3587 0.075
```

Calculated values
Energy relative to the best compared isomer or geometry (same formula, charge and spin) in eV: 0.0000
DFT total energy in eV: -29615.5406

---

[3]
This record from OMol25 describes the molecule C5H7NO in a non-equilibrium geometry. The level of theory is ωB97M-V/def2-TZVPD.

The geometry in XYZ format:
```
14
Properties=species:S:1:pos:R:3:lowdin_charge:R:1
C 1.8747 0.3686 -0.5439 -0.022
C 0.4881 0.4028 -0.0405 -0.287
C -0.5411 -0.5111 -0.0096 -0.342
N -0.5145 -1.7702 -0.4710 0.103
C -1.2144 1.3960 0.9106 -0.115
C -1.6406 0.1250 0.6000 -0.014
O 0.0765 1.5755 0.5259 0.015
H -1.2792 -2.4187 -0.3137 0.100
H 0.3402 -2.2091 -0.7980 0.098
H -1.6829 2.2491 1.3804 0.115
H -2.6228 -0.2793 0.7929 0.105
H 2.4085 -0.4973 -0.1404 0.079
H 1.8812 0.2994 -1.6360 0.081
H 2.4263 1.2692 -0.2567 0.086
```

Calculated values
Energy relative to the best compared isomer or geometry (same formula, charge and spin) in eV: 0.9177
DFT total energy in eV: -8835.2851